DFT (wB97M-V/def2-TZVPD) results for a structure of composition C36H25Br2F5IrN2O4 in a non-equilibrium geometry.

The geometry in XYZ format:
```
75
Properties=species:S:1:pos:R:3:forces:R:3
Ir -0.539917 0.548902 0.547271 -0.219 0.568 -0.882
C -3.946068 1.478315 -1.029604 -0.003 -0.017 -0.023
C -3.365647 0.250131 -0.394454 0.037 0.075 -0.001
C -3.416357 -0.979057 -1.011375 0.023 0.003 -0.005
C -2.995442 -2.148969 -0.359525 0.022 0.003 0.005
C -2.488579 -2.097090 0.912397 -0.039 -0.005 -0.030
C -2.386259 -0.855583 1.556393 -0.061 -0.018 0.004
C -2.820493 0.323895 0.922824 -0.046 -0.079 -0.001
H -3.248699 2.313687 -0.988067 -0.001 0.003 0.001
H -4.853550 1.779218 -0.501767 0.001 0.000 0.000
H -4.209106 1.295889 -2.069903 -0.005 0.000 0.005
H -3.838851 -1.051051 -2.004231 0.011 0.007 -0.001
H -3.097750 -3.099296 -0.866276 0.000 0.002 0.009
H -2.180938 -2.996617 1.427666 -0.027 -0.008 0.004
H -2.128321 -0.848494 2.605265 0.048 0.026 -0.025
H -3.004615 1.221974 1.502450 0.019 -0.007 0.017
Br 4.254639 1.444133 -0.871608 0.002 0.012 0.058
C 3.516194 1.138529 0.832034 -0.084 -0.040 -0.005
C 4.361765 1.075679 1.955273 0.058 0.016 -0.021
C 3.854877 0.922574 3.214492 -0.049 -0.015 0.125
Br 5.021973 0.884606 4.693811 -0.032 -0.007 -0.065
C 2.452617 0.814405 3.413920 0.090 -0.007 0.009
C 1.802075 0.745445 4.664340 0.021 0.016 -0.026
C 0.434572 0.732330 4.719183 -0.023 0.009 0.010
C -0.311350 0.720153 3.535579 -0.092 -0.069 0.018
N 0.270221 0.708354 2.353062 0.271 -0.038 -0.176
C 1.641416 0.816761 2.267469 0.021 0.065 -0.144
C 2.152694 1.012905 0.961855 -0.039 -0.047 -0.028
O 1.289421 1.104591 -0.048222 -0.064 0.009 0.131
H 5.428973 1.172450 1.809233 0.000 -0.003 0.012
H 2.392145 0.735697 5.570770 -0.001 -0.006 0.002
H -0.092262 0.723737 5.662180 0.010 0.005 0.002
H -1.391104 0.724703 3.565678 0.010 -0.020 -0.027
F 0.137422 7.796383 0.986973 0.011 0.025 0.003
C -0.147090 6.538820 0.827038 0.001 0.004 -0.010
C 0.306191 5.604755 1.781371 0.001 -0.035 0.017
F 1.003877 6.034524 2.809841 0.002 0.003 0.011
C 0.012781 4.282652 1.630079 0.026 0.011 0.033
F 0.420359 3.410090 2.536067 0.002 0.037 0.000
C -0.750906 3.808891 0.511174 0.024 -0.027 -0.223
O -1.068279 2.611656 0.283118 -0.075 -0.107 0.687
C -1.192883 4.808076 -0.437095 0.014 0.029 0.007
F -1.889783 4.389343 -1.469398 -0.003 0.010 -0.025
C -0.900199 6.132187 -0.286198 -0.012 -0.006 -0.005
F -1.301770 7.032255 -1.155992 -0.003 0.000 -0.003
C 0.336027 -4.915515 -2.348801 -0.014 0.016 0.013
O 0.523294 -3.500293 -2.440626 0.042 -0.050 -0.009
C -0.440363 -2.762288 -3.012124 -0.059 0.085 -0.072
C -1.683475 -3.251149 -3.409915 0.036 -0.002 -0.002
C -2.578654 -2.430537 -4.076238 -0.042 -0.034 0.006
C -2.268385 -1.105545 -4.347511 0.005 0.051 -0.020
C -1.044367 -0.605534 -3.945108 -0.001 -0.007 0.053
C -0.139393 -1.418598 -3.274889 -0.013 -0.032 -0.006
N 1.176776 -0.900173 -3.082659 0.005 -0.008 -0.002
C 2.127560 -1.155448 -2.231794 -0.037 0.033 0.062
C 2.107134 -1.815673 -0.964525 0.028 0.050 0.056
C 3.314989 -2.404665 -0.549837 0.018 -0.012 0.026
C 3.426907 -3.004466 0.682976 0.050 0.023 -0.026
C 2.337971 -2.968881 1.552689 -0.091 0.015 0.024
C 1.160153 -2.339043 1.193062 0.098 -0.114 -0.006
C 1.020774 -1.765385 -0.069942 -0.035 0.133 -0.115
O -0.107172 -1.108738 -0.389790 0.127 -0.450 0.643
H 1.270399 -5.310136 -1.963092 0.001 -0.003 0.006
H 0.132160 -5.342571 -3.330854 0.004 -0.003 -0.001
H -0.474050 -5.153805 -1.658271 -0.008 -0.002 -0.004
H -1.937218 -4.286391 -3.233922 0.008 -0.005 -0.004
H -3.526145 -2.840835 -4.400888 0.007 -0.003 -0.008
H -2.959872 -0.477152 -4.891291 -0.001 0.002 0.012
H -0.770353 0.418938 -4.171314 0.005 -0.002 -0.004
H 1.454780 -0.282364 -3.836266 0.026 -0.061 -0.052
H 3.092382 -0.763624 -2.537475 -0.014 0.000 -0.002
H 4.161264 -2.391550 -1.226279 0.006 -0.008 0.005
H 4.352771 -3.474214 0.982610 -0.004 -0.010 -0.009
H 2.415985 -3.425850 2.531083 0.016 0.009 0.003
H 0.330129 -2.281053 1.885901 -0.011 0.007 -0.011
```
Positions in Å, forces in eV/Å.

HOMO-LUMO gap (alpha / beta)	6.68 / 4.85	eV
charge	+2
spin multiplicity	2

Löwdin population analysis, charges in e, atoms 1 to 4:
1. Ir 1.528
2. C -0.014
3. C -0.263
4. C -0.013

***

DFT (wB97M-V/def2-TZVPD) results for a structure of composition C36H25Cl3N5O3S3Sc in a non-equilibrium geometry.

The geometry in XYZ format:
```
76
Properties=species:S:1:pos:R:3:forces:R:3
Sc 0.400483 -0.045483 -2.966451 -0.802 -0.537 -2.083
S -3.092042 3.473634 0.261817 1.048 0.958 -0.280
C -3.914639 4.888896 0.749328 0.040 0.932 -0.118
C -3.154029 6.039993 0.665028 -0.284 -0.902 -0.100
C -1.864998 5.759847 0.173782 1.314 -0.838 -0.255
C -1.626577 4.420539 -0.096552 -1.033 0.683 -0.067
C -0.426121 3.855516 -0.731181 -0.374 0.023 1.784
C -0.595627 2.728576 -1.528241 -0.139 -0.755 -0.087
N 0.399560 1.976369 -1.947165 2.039 -0.823 0.243
C 1.722526 2.307442 -1.604725 -1.317 2.074 -0.639
C 1.971683 3.590308 -0.942580 -1.245 -2.545 -1.016
C 3.294505 4.035316 -0.841275 2.415 0.834 0.575
C 4.362890 3.253335 -1.219750 -1.428 -0.991 0.135
C 4.111633 1.977233 -1.897256 0.138 0.420 0.064
C 5.145248 1.161025 -2.372216 1.181 0.739 -0.316
C 4.886720 -0.043061 -3.015387 0.996 -0.389 -0.678
C 3.549796 -0.374868 -3.323334 -0.049 0.108 0.690
N 2.529691 0.385894 -2.831875 0.607 -1.035 -0.983
C 2.809359 1.530007 -2.157217 -0.482 0.611 1.150
C 5.966774 -0.942817 -3.530146 0.581 -0.611 -0.414
C 5.892209 -2.322307 -3.593356 0.420 0.554 -1.011
C 6.900542 -2.939158 -4.435713 -0.419 -0.271 1.302
C 7.824105 -2.062008 -4.881909 -0.163 1.531 0.373
S 7.463835 -0.418935 -4.343169 -0.969 -0.889 -0.053
C 0.860888 4.243909 -0.368555 -0.244 -0.366 -1.600
H -4.964009 4.841917 1.006283 0.137 -0.115 0.178
H -3.485278 7.041112 0.900186 -0.190 -0.155 0.058
H -1.051108 6.477290 -0.004030 -0.681 -0.087 0.113
H -1.599036 2.348984 -1.737830 0.198 0.382 -0.166
H 3.479476 5.052736 -0.422946 -0.124 -1.055 -0.102
H 5.382224 3.403471 -0.880591 -0.061 0.615 -0.458
H 6.187441 1.588763 -2.338037 -1.048 -0.894 0.256
H 3.388813 -1.290779 -3.957822 -0.380 1.161 0.791
H 5.139318 -2.897866 -3.083761 -0.268 -0.104 -0.011
H 6.965947 -4.023736 -4.551543 -0.030 0.465 -0.151
H 8.722531 -2.196398 -5.478292 -0.283 -0.135 0.181
H 1.019697 5.096196 0.253001 0.044 0.427 0.427
Cl 0.939918 1.762478 5.158155 0.588 1.199 0.515
C 0.172193 0.539868 4.324772 -0.036 -3.361 -0.566
C -1.089571 0.677159 3.773399 -0.193 1.569 0.357
C -1.762936 -0.329672 3.142008 0.990 -1.829 0.110
C -1.200699 -1.638603 3.153826 -0.440 1.285 -0.426
C -1.941653 -2.752270 2.512773 0.643 -2.869 -0.247
C -2.488349 -2.646388 1.057438 -0.132 -0.049 -0.321
N -1.480525 -2.417263 -0.001568 1.765 0.681 -0.479
C -0.182873 -2.966344 0.003404 -0.389 1.094 -0.068
C 0.546881 -2.281701 -0.922920 -2.235 0.254 0.013
N -0.329519 -1.376027 -1.588421 0.126 -0.659 1.457
C -1.517917 -1.478509 -0.980324 0.830 -1.555 1.160
O -2.933965 -3.433600 3.293643 0.281 0.844 -0.191
C -3.947539 -2.697351 3.981301 -1.292 -0.898 0.506
C -5.276342 -2.673692 3.216878 1.427 -1.407 -0.122
C -5.837855 -3.820925 2.702561 -0.687 0.638 -0.486
Cl -5.542631 -5.443498 3.059416 0.530 -0.557 0.263
S -7.123008 -3.504106 1.579604 0.247 0.637 0.971
C -6.983853 -1.818989 1.911117 0.232 0.101 -0.831
C -5.937951 -1.541890 2.739147 -0.418 0.740 -0.527
C 0.073440 -1.839756 3.732568 -0.120 1.550 -0.133
Cl 0.935629 -3.346052 3.751579 -0.390 -0.049 -0.123
C 0.775954 -0.745939 4.268685 -0.767 0.333 -0.177
H -1.563154 1.632269 3.912125 -0.166 0.363 -0.215
H -2.718769 -0.160736 2.650267 0.115 0.019 0.248
H -1.165839 -3.546580 2.510187 -0.509 0.175 -0.480
H -3.167137 -1.817226 0.972152 -0.574 0.295 -0.024
H -3.005379 -3.563357 0.748640 -0.021 0.140 0.688
H 0.107544 -3.718102 0.722319 -0.008 0.080 -0.118
H 1.573354 -2.310526 -1.160968 0.834 -0.311 -0.257
H -2.416426 -0.974064 -1.236663 -0.468 0.469 -0.179
H -3.638215 -1.681415 4.232618 0.039 -0.150 0.168
H -4.117922 -3.313875 4.895148 0.288 0.756 -0.376
H -7.522759 -1.093556 1.315501 -0.171 -0.157 0.217
H -5.606657 -0.533053 2.927291 -0.083 0.157 0.231
H 1.770170 -0.933202 4.652344 -0.050 0.218 0.135
O 0.612952 -1.819623 -4.327560 -2.070 0.056 -1.128
N -0.538091 -1.754098 -4.943884 1.684 3.749 2.640
O -1.074925 -0.560677 -4.665079 1.457 -2.570 0.059
```
Positions in Å, forces in eV/Å.

HOMO-LUMO gap	5.16	eV
charge	+2
spin multiplicity	1

Löwdin population analysis, charges in e, atoms 1 to 4:
1. Sc 1.332
2. S 1.021
3. C -0.390
4. C -0.139

***

no.,total energy (eV)
1,-205402.271
2,-142089.722